Here is a structure of composition C12H37BMnN2O5 in a non-equilibrium geometry from the OMol25 dataset. Energies are from wB97M-V/def2-TZVPD.

## Properties
2S+1: 6
Highest occupied orbital energy (alpha / beta) (eV): -7.6 / -8.0
Energy relative to the best compared isomer or geometry (same formula, charge and spin) (kJ/mol): 0.0
Kohn-Sham gap (alpha / beta) (eV): 8.26 / 8.62

The geometry in XYZ format:
```
58
Properties=species:S:1:pos:R:3:lowdin_charge:R:1
Mn -0.76 -0.22 0.42 0.777
C -0.92 1.68 -3.56 -0.097
C -1.97 1.43 -2.43 -0.356
O -1.37 0.93 -1.22 -0.400
H -0.38 0.82 -3.97 0.051
H -0.18 2.37 -3.17 0.056
H -1.23 2.18 -4.48 0.054
H -2.67 0.69 -2.83 0.084
H -2.58 2.26 -2.09 0.084
B -0.38 -1.47 2.32 -0.405
H -0.34 -0.46 2.69 -0.045
H -0.58 -2.12 3.16 -0.026
H -1.21 -1.60 1.65 -0.077
H 0.56 -1.77 1.89 -0.043
C -3.23 2.77 1.28 -0.225
C -3.00 1.69 2.32 -0.131
O -2.54 0.44 1.65 -0.155
O -2.00 3.16 0.72 -0.088
H -3.66 3.70 1.64 0.120
H -3.83 2.46 0.42 0.126
H -3.95 1.33 2.73 0.116
H -2.35 1.86 3.18 0.127
H -2.83 -0.27 2.24 0.081
H -1.83 2.64 -0.07 0.029
C 2.14 2.91 0.84 -0.044
C 1.72 1.45 0.57 -0.392
C 2.85 0.43 1.04 -0.163
O 4.05 0.61 0.24 -0.189
C 5.06 -0.42 0.48 -0.079
N 0.49 1.31 1.34 0.022
H 3.03 3.27 0.31 0.082
H 2.47 2.95 1.88 0.087
H 1.38 3.66 0.65 0.087
H 1.51 1.30 -0.49 0.125
H 2.48 -0.59 1.10 0.098
H 3.18 0.69 2.04 0.125
H 5.03 -0.85 1.48 0.084
H 6.09 -0.26 0.15 0.084
H 4.79 -1.27 -0.16 0.070
H 0.22 2.28 1.28 0.069
H 1.01 1.25 2.20 0.097
C 1.52 -2.62 -2.39 -0.044
C 0.29 -2.01 -1.74 -0.418
C -0.85 -2.91 -1.40 -0.149
O -1.76 -2.16 -0.56 -0.248
C -2.61 -3.04 0.21 -0.059
N 0.80 -1.31 -0.60 0.009
H 2.37 -1.94 -2.31 0.075
H 1.53 -2.84 -3.46 0.083
H 1.85 -3.49 -1.82 0.085
H 0.01 -1.24 -2.45 0.135
H -0.35 -3.73 -0.88 0.132
H -1.30 -3.40 -2.27 0.140
H -3.02 -3.67 -0.58 0.089
H -3.40 -2.39 0.58 0.098
H -2.06 -3.63 0.94 0.100
H 1.67 -0.87 -0.88 0.082
H 1.01 -1.95 0.16 0.070
```

Here is a cluster of 5 separate species, C12H37N3O5 in total in a non-equilibrium geometry from the OMol25 dataset. Energies are from wB97M-V/def2-TZVPD.

## Properties
2S+1: 1
Structure (SMILES): COC[C@H](C)N.COC[C@H](C)N.COC[C@H](C)N.O.O
Highest occupied orbital energy (eV): -8.9
Energy relative to the best compared isomer or geometry (same formula, charge and spin) (kJ/mol): 263.5
Kohn-Sham gap (eV): 9.47

The geometry in XYZ format:
```
57
Properties=species:S:1:pos:R:3:lowdin_charge:R:1
C -0.32 -6.50 -16.62 -0.097
O 0.98 -7.00 -16.28 -0.189
C 1.01 -8.30 -15.75 -0.209
C 0.60 -8.44 -14.22 -0.414
C 1.45 -7.59 -13.30 -0.079
N 0.61 -9.81 -13.59 0.038
H -0.67 -5.95 -15.75 0.087
H -0.97 -7.20 -17.13 0.091
H -0.20 -5.72 -17.36 0.079
H 0.49 -9.01 -16.39 0.114
H 2.05 -8.63 -15.79 0.116
H -0.42 -8.05 -14.16 0.120
H 2.42 -8.09 -13.36 0.077
H 1.08 -7.46 -12.28 0.080
H 1.49 -6.58 -13.68 0.074
H 1.59 -10.04 -13.46 0.053
H 0.20 -10.53 -14.16 0.059
C -2.90 -15.51 -21.86 -0.139
O -3.80 -15.12 -20.88 -0.209
C -3.24 -15.11 -19.55 -0.129
C -4.42 -15.49 -18.49 -0.419
C -4.96 -14.32 -17.74 -0.102
N -4.13 -16.40 -17.41 0.009
H -2.62 -16.54 -21.69 0.085
H -2.02 -14.88 -21.79 0.086
H -3.45 -15.38 -22.80 0.093
H -2.45 -15.85 -19.39 0.108
H -2.76 -14.15 -19.40 0.118
H -5.24 -15.92 -19.06 0.129
H -4.19 -13.79 -17.18 0.081
H -5.73 -14.50 -16.99 0.077
H -5.33 -13.58 -18.45 0.083
H -4.02 -17.34 -17.76 0.067
H -5.06 -16.47 -17.01 0.063
C -0.67 -22.86 -10.12 -0.179
O 0.18 -22.21 -10.95 -0.185
C -0.40 -21.02 -11.56 -0.157
C 0.65 -20.24 -12.37 -0.438
C 1.68 -19.54 -11.60 -0.081
N -0.01 -19.24 -13.25 0.032
H -1.55 -23.22 -10.65 0.083
H -0.99 -22.20 -9.31 0.088
H -0.31 -23.79 -9.67 0.089
H -1.27 -21.39 -12.09 0.119
H -0.82 -20.41 -10.76 0.121
H 1.14 -20.93 -13.06 0.139
H 2.58 -19.12 -12.03 0.087
H 1.93 -20.14 -10.73 0.086
H 1.29 -18.62 -11.15 0.078
H -0.87 -19.48 -13.73 0.062
H -0.33 -18.53 -12.61 0.056
O 3.78 -14.32 -17.65 -0.053
H 4.24 -13.76 -18.27 0.028
H 4.47 -14.86 -17.25 0.029
O -0.14 -13.70 -15.96 -0.057
H -0.63 -14.52 -16.02 0.027
H 0.58 -13.81 -16.59 0.022
```

Here is a cluster of 6 separate species, C12H37O6 in total in a non-equilibrium geometry from the OMol25 dataset. Energies are from wB97M-V/def2-TZVPD.

## Properties
2S+1: 1
Highest occupied orbital energy (eV): -12.4
Charge: +1
Energy relative to the best compared isomer or geometry (same formula, charge and spin) (kJ/mol): 153.3
Kohn-Sham gap (eV): 10.07

The geometry in XYZ format:
```
55
Properties=species:S:1:pos:R:3:lowdin_charge:R:1
O 0.00 -0.44 -0.08 0.223
H 0.12 0.38 -0.57 0.068
H 0.53 -0.41 0.72 0.064
H 0.28 -1.19 -0.61 0.067
C 0.24 -0.40 4.41 -0.063
C 0.44 -1.18 3.13 -0.305
O 1.15 -0.36 2.23 -0.086
H -0.15 0.59 4.18 0.080
H 1.21 -0.29 4.89 0.084
H -0.51 -0.88 5.04 0.090
H -0.51 -1.50 2.70 0.120
H 0.98 -2.08 3.42 0.115
H 1.99 -0.10 2.64 0.121
C -0.04 -1.80 -4.01 -0.082
C -1.15 -1.55 -3.03 -0.274
O -1.05 -0.20 -2.52 -0.091
H -0.24 -1.23 -4.92 0.079
H -0.11 -2.85 -4.28 0.087
H 0.94 -1.45 -3.67 0.065
H -1.00 -2.29 -2.24 0.071
H -2.10 -1.73 -3.54 0.124
H -1.48 0.33 -3.20 0.097
C -0.58 -3.79 -0.11 -0.072
C 0.86 -3.43 0.14 -0.299
O 1.38 -2.49 -0.78 -0.080
H -1.28 -2.96 -0.02 0.074
H -0.84 -4.58 0.59 0.095
H -0.65 -4.18 -1.13 0.086
H 1.36 -4.39 0.13 0.130
H 0.99 -2.97 1.12 0.097
H 2.32 -2.66 -0.81 0.121
C 3.08 2.56 -0.42 -0.041
C 1.95 2.10 -1.28 -0.461
C 2.28 0.81 -2.01 -0.038
O 0.84 1.88 -0.41 -0.068
H 4.07 2.51 -0.86 0.094
H 3.15 1.89 0.43 0.087
H 2.81 3.59 -0.16 0.093
H 1.73 2.85 -2.03 0.148
H 3.27 0.83 -2.45 0.095
H 1.64 0.70 -2.89 0.077
H 2.28 -0.09 -1.40 0.072
H 0.72 2.73 0.02 0.109
C -2.93 2.10 -0.09 -0.029
C -2.27 2.23 1.34 -0.502
C -2.43 3.56 2.02 -0.050
O -2.78 1.20 2.14 -0.043
H -3.90 2.59 -0.04 0.080
H -3.01 1.09 -0.50 0.067
H -2.34 2.70 -0.78 0.069
H -1.20 2.09 1.21 0.098
H -1.88 4.33 1.49 0.082
H -2.01 3.54 3.02 0.085
H -3.45 3.94 2.11 0.089
H -2.72 0.34 1.71 0.080
```

Here is a cluster of 7 separate species, C12H38FN10O6 in total in a non-equilibrium geometry from the OMol25 dataset. Energies are from wB97M-V/def2-TZVPD.

## Properties
2S+1: 1
Highest occupied orbital energy (eV): -6.8
Charge: -1
Energy relative to the best compared isomer or geometry (same formula, charge and spin) (kJ/mol): 55.5
Kohn-Sham gap (eV): 9.45

The geometry in XYZ format:
```
67
Properties=species:S:1:pos:R:3:lowdin_charge:R:1
F -0.31 -0.43 0.34 -0.474
C 1.27 3.38 0.62 -0.048
C 0.08 3.32 1.68 -0.388
C -0.39 4.62 2.25 -0.150
O 0.05 4.92 3.62 -0.194
C 1.28 5.50 3.81 -0.157
N -0.91 2.69 0.80 0.023
H 1.71 2.40 0.45 0.047
H 2.11 3.98 0.98 0.060
H 1.09 3.72 -0.40 0.076
H 0.19 2.61 2.50 0.128
H -1.47 4.77 2.20 0.124
H 0.01 5.48 1.71 0.115
H 1.55 6.32 3.15 0.079
H 2.08 4.79 3.59 0.079
H 1.40 5.84 4.84 0.086
H -0.44 1.85 0.51 0.016
H -1.67 2.40 1.41 0.047
C -0.55 -3.94 -0.76 -0.060
C -0.10 -3.71 -2.16 -0.439
C 0.51 -2.32 -2.39 -0.199
O 1.23 -2.30 -3.59 -0.214
C 0.53 -2.00 -4.77 -0.094
N 0.89 -4.78 -2.44 0.049
H -0.99 -4.92 -0.57 0.091
H -1.03 -3.06 -0.34 0.050
H 0.40 -3.99 -0.24 0.061
H -0.88 -3.90 -2.90 0.131
H 1.34 -2.35 -1.67 0.106
H -0.11 -1.43 -2.27 0.104
H 0.07 -1.01 -4.68 0.088
H -0.25 -2.72 -4.98 0.083
H 1.30 -2.05 -5.53 0.096
H 1.38 -4.32 -3.19 0.054
H 1.55 -4.74 -1.68 0.057
C 1.89 0.95 -2.43 -0.744
O 2.46 1.35 -3.43 0.011
N 2.49 0.17 -1.50 0.162
N 0.65 1.11 -2.05 0.169
H 1.90 -0.07 -0.72 0.056
H 3.31 -0.28 -1.88 0.118
H 0.01 1.55 -2.68 0.117
H 0.25 0.49 -1.35 0.035
C -3.48 -0.41 -1.37 -0.814
O -4.48 -0.05 -1.96 0.009
N -3.42 -1.42 -0.56 0.183
N -2.34 0.16 -1.54 0.175
H -2.49 -1.60 -0.20 0.051
H -4.28 -1.87 -0.29 0.126
H -2.29 0.81 -2.31 0.122
H -1.61 -0.21 -0.96 0.035
C -2.39 -0.84 3.16 -0.805
O -2.84 -0.97 4.35 -0.052
N -2.20 -1.74 2.32 0.190
N -2.09 0.32 2.77 0.173
H -1.54 -1.56 1.58 0.068
H -2.55 -2.67 2.49 0.136
H -2.42 1.13 3.28 0.127
H -1.38 0.45 2.06 0.064
C 2.49 -1.28 1.90 -0.753
O 3.52 -1.62 2.53 -0.024
N 1.71 -0.26 2.12 0.165
N 1.89 -2.05 1.04 0.146
H 0.87 -0.03 1.60 0.043
H 2.01 0.35 2.87 0.116
H 0.99 -1.79 0.68 0.049
H 2.46 -2.75 0.58 0.111
```